Record 1
Below is 6 unconnected molecules or ions with the total composition C18H45O14PS5 in a non-equilibrium geometry, with properties calculated with wB97M-V/def2-TZVPD.

HOMO   -8.5 eV
Lowest unoccupied orbital energy   -0.317 eV
Max |F|   6.4 eV/A
Electronic energy   -4098.2928 Eh
Frontier orbital gap   8.199 eV

Last column: Mulliken charge in e.
Atoms and positions in Å:
C (2.57176, -1.34742, 3.43587)  0.076
C (3.46826, -0.00766, 3.46426)  -0.359
O (3.62185, 0.65631, 2.18643)  -0.471
C (2.37328, 1.18808, 1.68918)  0.076
C (1.71453, 2.32913, 2.62714)  -0.469
O (0.76417, 1.64060, 3.51023)  -0.304
C (-0.56977, 1.65742, 2.95711)  -0.512
C (-1.22020, 0.17995, 3.15235)  -0.197
O (-0.56167, -0.76230, 2.22579)  -0.260
C (-1.19405, -0.66084, 0.95256)  0.404
O (-0.64122, -0.88374, -0.15973)  -0.539
O (-2.56364, -0.20853, 1.14987)  -0.360
C (-2.72077, -0.04837, 2.60086)  0.891
O (-3.67856, 1.00926, 2.72900)  -0.574
P (-3.48228, -1.60769, 3.40058)  0.758
O (-3.91048, -1.31259, 4.86211)  -0.676
O (-4.94600, -2.01045, 2.56888)  -0.511
O (-2.42538, -2.94391, 3.32921)  -0.424
H (3.27006, -2.25254, 3.52521)  0.449
H (1.90019, -1.46112, 2.51801)  -0.568
H (1.94783, -1.34247, 4.41419)  0.159
H (4.53277, -0.33700, 3.78776)  0.372
H (3.08110, 0.66244, 4.31124)  0.156
H (1.59920, 0.37632, 1.40265)  0.000
H (2.62737, 1.72054, 0.68896)  0.205
H (2.48740, 2.87010, 3.29305)  0.317
H (1.19075, 3.14917, 1.99974)  0.310
H (-1.22102, 2.41682, 3.54317)  0.199
H (-0.58781, 1.96536, 1.84918)  0.277
H (-1.05504, -0.06830, 4.26890)  0.412
H (-4.16948, 0.95938, 3.58459)  0.422
H (-4.91991, -2.97695, 2.37247)  0.318
H (-2.05623, -3.05238, 2.41395)  0.328
C (2.47156, -6.08686, 1.12938)  -0.779
S (2.37490, -4.35198, 1.61736)  0.497
O (2.83388, -4.26186, 3.03606)  -0.645
C (0.57083, -4.25819, 1.62438)  -0.180
H (3.52236, -6.37841, 1.09777)  0.416
H (1.94534, -6.70976, 1.85560)  0.301
H (2.03205, -6.21216, 0.13742)  0.165
H (0.16138, -4.99334, 2.32083)  0.465
H (0.19319, -4.44248, 0.61645)  0.362
H (0.27873, -3.25517, 1.94280)  -0.491
C (-4.01177, 2.32957, -2.48048)  -1.039
S (-2.31379, 1.74560, -2.28442)  0.634
O (-1.42292, 2.71011, -3.00085)  -0.635
C (-2.49207, 0.28952, -3.33682)  -1.070
H (-4.12036, 3.26489, -1.92971)  0.307
H (-4.22758, 2.50405, -3.53632)  0.353
H (-4.70174, 1.58843, -2.07296)  0.365
H (-2.80108, 0.58968, -4.33999)  0.397
H (-3.23055, -0.38594, -2.90188)  0.358
H (-1.52718, -0.21721, -3.39156)  0.312
C (0.89354, 6.16432, -0.70024)  -0.941
S (2.49778, 5.34352, -0.59396)  0.575
O (2.55995, 4.64868, 0.72970)  -0.574
C (3.47449, 6.85607, -0.45897)  -1.066
H (0.11786, 5.39904, -0.75448)  0.237
H (0.73102, 6.78304, 0.18471)  0.376
H (0.85809, 6.77889, -1.60150)  0.371
H (3.15299, 7.43175, 0.41120)  0.313
H (3.35476, 7.44856, -1.36749)  0.399
H (4.52402, 6.58054, -0.34292)  0.327
C (1.26576, 4.19790, -6.04160)  -0.795
S (1.16505, 5.94141, -5.58242)  0.415
O (1.63924, 6.06001, -4.17017)  -0.522
C (-0.63872, 6.02426, -5.55561)  -0.750
H (2.31777, 3.91193, -6.08025)  0.310
H (0.75093, 3.58548, -5.29848)  0.165
H (0.81581, 4.05334, -7.02555)  0.375
H (-1.03502, 5.29831, -4.84249)  0.120
H (-1.02757, 5.82105, -6.55483)  0.379
H (-0.93400, 7.02974, -5.25073)  0.308
C (-1.65993, -6.95366, -1.13973)  -0.892
S (0.04371, -7.52027, -0.94333)  0.611
O (0.92479, -6.54810, -1.66010)  -0.640
C (-0.12062, -8.97875, -1.99480)  -1.024
H (-1.77797, -6.01889, -0.58978)  0.207
H (-1.87738, -6.78233, -2.19555)  0.326
H (-2.34239, -7.70135, -0.73158)  0.372
H (-0.43271, -8.68230, -2.99786)  0.320
H (-0.85245, -9.66110, -1.55935)  0.369
H (0.84906, -9.47619, -2.04971)  0.329


Record 2
Below is 3 unconnected molecules or ions with the total composition C2H12N2O2 in a non-equilibrium geometry, with properties calculated with wB97M-V/def2-TZVPD.

HOMO   -9.8 eV
Lowest unoccupied orbital energy   0.646 eV
Relative energy (zero: lowest compared OMol25 entry of this formula, charge and spin)   81.7 kJ/mol
Max |F|   1.9 eV/A
Electronic energy   -343.3620 Eh
Frontier orbital gap   10.471 eV
SMILES string   NCCN.O.O

Last column: Mulliken charge in e.
Atoms and positions in Å:
C (-1.36507, 1.57083, -0.13259)  -0.483
C (-0.15622, 1.44117, -1.08391)  -0.335
N (-0.31928, 2.44834, -2.14328)  -0.654
N (-1.27204, 0.53168, 0.89921)  -0.488
H (-1.16886, 2.49621, 0.37913)  0.278
H (-2.23264, 1.56222, -0.79337)  0.283
H (0.71968, 1.74339, -0.52592)  0.244
H (0.03228, 0.40997, -1.40363)  0.284
H (-0.70484, 2.02389, -2.98079)  0.230
H (0.60022, 2.70021, -2.51826)  0.246
H (-2.08170, 0.59446, 1.51962)  0.234
H (-1.50431, -0.38178, 0.50340)  0.175
H (2.28369, -3.51653, 1.66400)  0.333
H (1.83733, -4.69245, 2.50465)  0.310
O (2.39667, -4.47092, 1.75226)  -0.633
H (1.36489, -0.90799, 1.11034)  0.324
H (0.64398, -1.78424, 0.15951)  0.321
O (0.92622, -1.76849, 1.08965)  -0.669


Record 3
Below is a molecular structure, C19H18N9O3Pd, with properties calculated with wB97M-V/def2-TZVPD.

HOMO (spin up / spin down)   -11.4 / -11.4 eV
Lowest unoccupied orbital energy (spin up / spin down)   -3.270 / -3.269 eV
Charge   +1
Max |F|   1.0 eV/A
Electronic energy   -1581.1448 Eh
Frontier orbital gap (spin up / spin down)   8.133 / 8.134 eV

Last column: Mulliken charge in e.
Atoms and positions in Å:
Pd (0.55123, -0.59321, -0.11224)  0.448
O (1.42730, 1.22150, 0.85059)  -0.605
C (0.34784, 1.79229, 0.55381)  0.252
N (-0.60801, 1.04695, -0.02368)  0.059
C (-1.71700, 1.82397, -0.31965)  0.271
O (-2.74238, 1.44996, -0.83645)  -0.717
C (-1.38123, 3.21241, 0.15229)  0.010
C (-2.12602, 4.36893, 0.11512)  -0.319
C (-1.53996, 5.51684, 0.64890)  -0.523
C (-0.26182, 5.49340, 1.19257)  -0.507
C (0.48735, 4.31885, 1.23042)  -0.564
C (-0.10008, 3.18973, 0.70137)  0.412
H (-3.12047, 4.38389, -0.30766)  0.494
H (-2.09053, 6.44744, 0.64166)  0.407
H (0.15440, 6.40631, 1.59594)  0.411
H (1.47984, 4.29791, 1.65689)  0.495
N (4.75798, 0.67278, -0.04322)  -0.318
C (5.34322, -0.38527, -0.62236)  0.652
N (6.65964, -0.33869, -0.85140)  -0.358
N (4.71670, -1.50507, -0.99924)  -0.716
C (3.44189, -1.55229, -0.75247)  0.709
N (2.30193, -1.61199, -0.54359)  -0.485
H (5.28961, 1.48783, 0.20433)  0.211
H (3.76707, 0.69314, 0.14856)  0.120
H (7.22605, 0.45215, -0.60667)  0.193
H (7.08846, -1.13055, -1.29756)  0.252
N (0.10216, -2.14021, 4.14193)  -0.076
C (-0.68388, -3.08799, 3.54311)  -0.511
C (-0.67304, -2.78354, 2.21625)  -0.596
N (0.10167, -1.67088, 1.99349)  0.390
C (0.55018, -1.31294, 3.17348)  -0.517
H (0.30910, -2.06634, 5.12260)  0.200
H (-1.16434, -3.86900, 4.10241)  0.411
H (-1.16738, -3.29744, 1.40918)  0.446
H (1.18675, -0.46581, 3.37044)  0.410
N (-4.74312, -0.81668, -1.30508)  -0.253
C (-4.33855, -1.98290, -1.85096)  0.120
O (-5.07776, -2.88203, -2.19248)  -0.611
C (-2.84768, -2.12746, -2.02632)  -0.186
C (-2.36178, -2.88655, -3.08394)  -0.251
C (-0.99297, -3.01820, -3.24130)  -0.819
C (-0.14850, -2.40070, -2.33629)  -0.237
N (-0.62259, -1.69205, -1.30495)  0.362
C (-1.94468, -1.55394, -1.15139)  -0.286
H (-5.73590, -0.67447, -1.22021)  0.217
H (-4.12137, -0.02433, -1.22267)  0.309
H (-3.06614, -3.35843, -3.75542)  0.517
H (-0.57115, -3.59011, -4.05408)  0.443
H (0.92578, -2.47880, -2.40651)  0.396
H (-2.26780, -0.97841, -0.29756)  0.843


- Among the records above, which one has the highest max |F|?
  C18H45O14PS5


- max |F| of number 3 (C19H18N9O3Pd)?
  1.0 eV/A


- The lowest max |F| belongs to which entry?
  C19H18N9O3Pd


- max |F| of number 3 (C19H18N9O3Pd)?
  1.0 eV/A